{"formula": "C27H29Cl3N5", "method": "wB97M-V/def2-TZVPD", "total_energy_ev": -73486.288, "total_charge": -1, "e_lumo_ev": 2.4578, "gap_ev": 6.38, "symbols": ["C", "C", "C", "C", "H", "C", "H", "C", "C", "C", "H", "H", "H", "C", "C", "H", "C", "N", "H", "C", "H", "H", "C", "C", "C", "H", "H", "C", "Cl", "C", "C", "N", "H", "C", "C", "C", "C", "C", "H", "H", "N", "C", "N", "H", "H", "C", "Cl", "H", "H", "H", "C", "Cl", "H", "H", "H", "C", "H", "H", "H", "H", "H", "N", "H", "H"], "xyz": [[21.146, -14.047, -11.745], [24.988, -13.815, -0.831], [20.352, -12.187, -5.260], [18.894, -22.361, -4.084], [18.156, -13.070, -0.415], [24.822, -14.602, -1.989], [17.641, -11.757, -7.236], [19.204, -10.307, -6.944], [20.588, -14.123, -10.489], [20.047, -22.251, -3.112], [20.624, -13.487, -12.507], [19.691, -22.072, -2.098], [22.808, -14.517, -13.056], [20.535, -10.178, -6.407], [20.214, -15.489, 0.744], [19.905, -13.406, 3.379], [18.541, -11.498, -6.698], [22.633, -15.363, -9.796], [19.639, -13.702, -10.191], [24.619, -21.856, 0.212], [24.242, -13.702, -0.058], [19.190, -15.221, -1.118], [20.400, -15.010, 2.027], [18.797, -13.590, 0.281], [19.427, -14.770, -0.165], [21.173, -9.377, -6.750], [23.225, -20.367, 0.610], [19.101, -12.370, -5.760], [20.881, -17.483, -4.652], [23.108, -15.229, -11.030], [21.383, -14.816, -9.538], [19.013, -13.048, 1.533], [26.285, -23.057, -0.364], [26.218, -13.248, -0.615], [27.246, -13.471, -1.522], [22.443, -14.520, -12.039], [25.927, -21.452, -1.788], [23.817, -20.824, -0.169], [20.762, -21.449, -3.298], [20.566, -16.451, 0.400], [25.045, -20.486, -2.264], [25.683, -22.213, -0.667], [25.785, -14.894, -2.900], [18.214, -21.510, -4.128], [23.451, -19.287, -1.577], [19.893, -13.745, 2.354], [19.452, -22.363, -5.788], [27.820, -14.403, -3.276], [23.880, -15.099, -2.167], [26.814, -21.685, -2.357], [26.990, -14.261, -2.601], [21.037, -23.738, -3.059], [18.581, -13.313, -5.670], [24.065, -15.677, -11.250], [18.727, -9.563, -7.564], [24.051, -20.157, -1.353], [26.432, -12.673, 0.275], [20.954, -15.543, 2.786], [28.226, -13.061, -1.332], [24.440, -22.515, 1.048], [18.277, -23.248, -3.936], [21.087, -11.137, -5.559], [20.736, -13.059, -4.752], [21.016, -15.146, -8.578]], "forces_ev_per_angstrom": [[0.909, 0.952, -0.860], [0.388, -0.312, -0.429], [-0.090, -0.360, -0.104], [-0.135, 0.313, -0.748], [-0.230, 0.282, 0.268], [0.512, -0.642, -0.419], [-0.237, 0.073, 0.204], [1.812, -0.252, 0.624], [1.772, -1.241, 1.397], [0.070, 0.412, 0.415], [-0.157, -0.096, -0.264], [-0.231, -0.212, -0.042], [0.152, 0.227, 0.018], [-1.417, -2.152, 0.842], [-0.693, 0.114, -0.702], [0.412, 0.341, 0.010], [0.611, 0.282, 0.981], [-2.043, 0.840, -0.114], [-0.071, -0.075, -0.220], [1.485, -1.714, -1.812], [-0.424, -0.081, -0.339], [0.131, 0.244, -0.224], [0.248, 1.126, 0.022], [1.522, -0.237, 1.416], [-0.416, 0.289, 1.305], [0.114, 0.145, 0.391], [-0.816, -0.055, -0.334], [-2.022, -0.566, -2.090], [-0.143, 0.047, 0.202], [-0.388, 0.863, -0.288], [1.203, -1.117, -0.925], [1.277, -1.686, -0.807], [0.380, 0.059, -0.277], [0.398, 0.065, 0.236], [-0.434, 0.270, 0.686], [-1.406, -0.803, 0.831], [-1.842, 0.744, -0.857], [0.316, 0.949, 1.221], [-0.350, 0.072, -0.516], [0.300, -0.095, 0.236], [0.225, -0.634, 2.959], [-1.152, 0.389, 1.585], [1.082, 2.151, 2.080], [0.293, 0.177, 0.815], [-0.093, -0.020, -0.480], [-2.615, -0.236, -1.520], [0.198, -0.382, -0.085], [-0.150, -0.398, -0.409], [-0.204, 0.005, -0.094], [-0.090, 0.242, -0.493], [-1.096, -1.213, -1.266], [-0.105, -0.206, -0.007], [0.166, -0.208, 0.550], [0.210, -0.106, 0.149], [0.404, 0.187, -0.225], [1.659, -0.338, -1.943], [-0.170, 0.118, 0.137], [0.110, -0.165, -0.086], [0.090, 0.023, -0.209], [-0.086, 0.374, 0.377], [0.318, -0.090, 0.108], [-0.006, 2.405, -1.779], [0.701, 0.362, 0.598], [-0.153, 0.549, 0.303]], "mulliken_charge": [-0.17, -0.37, -0.17, -0.42, 0.38, -0.38, 0.40, -0.40, -0.46, -0.39, 0.33, 0.27, 0.34, -0.23, -0.28, 0.37, -0.14, -0.49, 0.39, -0.22, 0.39, 0.43, -0.36, -0.20, -0.39, 0.35, 0.35, -0.49, -0.98, -0.14, -0.27, -0.55, 0.33, -0.20, -0.30, -0.40, -0.26, -0.40, 0.31, 0.47, -0.48, -0.26, -0.47, 0.30, 0.51, -0.22, -0.19, 0.33, 0.51, 0.34, -0.20, -0.21, 0.39, 0.36, 0.36, -0.27, 0.34, 0.34, 0.35, 0.36, 0.32, -0.56, 0.50, 0.52]}

{"formula": "C27H29IrN2O6PS2", "method": "wB97M-V/def2-TZVPD", "s_squared": 6.039, "total_energy_ev": -77526.428, "total_charge": 1, "e_lumo_ev": [-3.5652, -6.5918], "spin_multiplicity": 5, "gap_ev": [6.82, 5.12], "symbols": ["C", "H", "H", "H", "H", "H", "H", "C", "S", "C", "H", "C", "O", "H", "C", "H", "H", "H", "H", "H", "H", "C", "H", "C", "C", "C", "N", "C", "P", "C", "H", "O", "C", "C", "H", "H", "C", "C", "C", "C", "C", "C", "N", "S", "C", "C", "H", "H", "O", "H", "C", "C", "O", "C", "H", "H", "H", "C", "O", "H", "H", "H", "C", "C", "H", "O", "H", "Ir"], "xyz": [[-0.376, -0.115, 3.332], [2.805, 2.564, -3.943], [-4.930, 1.251, -0.586], [-5.085, -1.024, 2.324], [-2.469, 3.780, -1.433], [-5.809, -0.563, 0.793], [-1.507, 1.056, 0.328], [4.200, -0.544, 2.589], [-0.373, -2.301, -0.247], [1.241, -1.867, -2.130], [6.296, -0.939, 2.668], [0.939, -3.322, -2.213], [0.152, -2.414, 1.091], [-5.090, 1.427, 3.133], [-1.404, 3.968, -1.531], [4.744, -0.013, -1.215], [1.654, 1.222, -3.659], [4.049, -0.714, 3.648], [6.624, -0.574, 0.254], [-3.388, 0.410, -0.720], [-1.089, 4.747, -0.839], [5.454, -0.672, 2.047], [3.000, 4.485, -1.493], [2.730, 4.118, -0.504], [-0.401, -4.997, -1.080], [0.048, -3.701, -1.226], [0.844, 0.433, 1.430], [5.634, -0.463, 0.676], [0.826, 2.562, -1.382], [3.123, -0.185, 1.756], [-4.274, -1.439, 0.808], [-0.740, 2.730, -1.201], [-1.574, -0.288, 4.011], [1.754, 2.287, -3.879], [1.245, 2.528, -4.809], [3.334, 3.246, -0.243], [-2.773, 0.470, 1.989], [1.799, -0.040, 2.243], [3.280, 0.025, 0.357], [-0.366, 0.382, 2.000], [-3.949, 1.133, -0.128], [-4.860, -0.675, 1.317], [0.536, -1.251, -1.119], [1.225, -0.513, 3.807], [0.994, -5.570, -2.977], [-4.921, 1.720, 2.097], [-3.440, 2.096, -0.178], [-1.170, 4.250, -2.555], [1.339, 3.776, -0.476], [2.125, -3.966, -3.881], [0.093, -5.934, -1.981], [-4.118, 0.668, 1.317], [2.050, -1.233, -2.788], [1.427, -4.258, -3.109], [-1.097, -5.273, -0.302], [-4.409, 2.682, 2.097], [-0.225, -6.965, -1.909], [4.571, -0.130, -0.153], [1.131, 3.083, -2.855], [2.871, 4.904, 0.234], [-5.897, 1.854, 1.633], [1.357, -6.325, -3.659], [-1.568, 0.693, 1.342], [-2.744, 0.003, 3.330], [-1.610, -0.658, 5.025], [-1.769, -1.981, -0.363], [-3.685, -0.150, 3.839], [1.617, 0.503, -0.748]], "forces_ev_per_angstrom": [[-0.344, -0.222, 0.517], [-0.020, -0.052, -0.033], [-0.055, 0.015, -0.017], [-0.003, -0.016, 0.061], [0.038, 0.016, -0.003], [-0.036, 0.001, -0.011], [-0.058, 0.004, -0.070], [0.174, -0.068, 0.041], [-0.346, 0.170, 0.251], [0.038, -0.022, 0.085], [0.022, -0.005, 0.034], [-0.083, 0.040, -0.083], [0.074, -0.058, 0.002], [-0.012, -0.027, 0.053], [-0.018, 0.036, -0.014], [0.009, 0.021, -0.014], [0.061, 0.015, -0.034], [-0.040, 0.010, 0.042], [0.038, -0.013, -0.029], [0.029, -0.058, -0.015], [-0.024, 0.014, -0.024], [-0.068, -0.007, 0.115], [0.060, 0.009, -0.003], [0.013, 0.015, 0.045], [0.086, -0.033, -0.096], [-0.010, -0.068, 0.027], [-0.402, 0.063, 0.114], [-0.003, 0.019, -0.054], [-0.116, 0.141, -0.063], [-0.299, 0.079, 0.053], [0.041, -0.038, -0.037], [0.012, -0.126, 0.023], [0.349, 0.040, -0.083], [-0.070, -0.053, -0.022], [0.056, -0.052, 0.011], [0.064, 0.052, 0.001], [0.839, 0.310, -0.776], [0.166, -0.042, -0.018], [0.628, -0.089, 0.002], [0.255, 0.092, -0.405], [-0.026, 0.010, 0.045], [-0.043, 0.003, -0.025], [0.383, 0.008, -0.311], [0.258, -0.107, 0.333], [0.000, 0.010, -0.018], [0.017, -0.023, -0.051], [0.018, 0.035, 0.005], [-0.012, 0.036, 0.004], [-0.119, -0.067, -0.088], [0.011, 0.023, -0.019], [-0.020, 0.038, 0.044], [0.045, 0.081, -0.059], [0.061, -0.247, -0.342], [0.006, 0.066, 0.044], [-0.042, -0.009, 0.040], [0.024, 0.033, -0.006], [-0.026, -0.025, 0.023], [-0.236, 0.003, 0.020], [0.024, 0.145, 0.145], [0.027, -0.056, -0.037], [-0.049, 0.001, -0.032], [0.021, -0.012, -0.031], [-1.127, -0.061, 0.300], [0.226, -0.065, 0.131], [0.060, -0.031, 0.019], [0.071, -0.038, -0.037], [-0.049, -0.021, 0.075], [-0.549, 0.157, 0.254]], "mulliken_charge": [1.01, 0.23, 0.52, 0.39, 0.28, 0.48, 0.55, -0.84, 1.12, 0.57, 0.43, -0.16, -0.60, 0.35, -0.81, 0.45, 0.22, 0.42, 0.43, 0.33, 0.31, -0.79, 0.29, -0.71, -0.59, 0.30, 0.07, -0.66, 0.55, 1.24, 0.28, -0.15, -1.35, -0.58, 0.28, 0.28, 0.23, 0.62, -0.56, -1.72, -1.92, -1.68, -0.29, -0.36, -0.50, -1.71, 0.21, 0.29, -0.41, 0.53, -0.62, 2.07, -0.67, -0.63, 0.50, 0.38, 0.42, -0.49, -0.39, 0.26, 0.46, 0.41, 0.91, -0.49, 0.44, -0.59, 0.48, 1.75]}

{"formula": "C27H29N5O6P3ReS3", "method": "wB97M-V/def2-TZVPD", "s_squared": 0.834, "total_energy_ev": -110707.857, "total_charge": 1, "e_lumo_ev": [-4.8327, -4.4922], "spin_multiplicity": 2, "e_above_lowest_kcal_mol": 16.5, "gap_ev": [5.57, 5.95], "symbols": ["C", "H", "H", "C", "H", "H", "N", "C", "H", "P", "C", "C", "N", "C", "H", "C", "N", "C", "H", "C", "H", "H", "O", "C", "H", "O", "H", "H", "H", "Re", "S", "O", "H", "H", "H", "H", "C", "C", "C", "C", "H", "C", "H", "H", "C", "C", "S", "N", "C", "C", "C", "C", "N", "C", "C", "H", "H", "O", "C", "H", "H", "H", "H", "H", "C", "P", "H", "S", "C", "P", "H", "O", "O", "C"], "xyz": [[3.226, -1.803, 4.278], [5.222, 1.475, 3.842], [-3.872, 2.909, 3.149], [-1.557, -0.524, -5.502], [1.250, 0.785, -3.805], [0.466, -1.571, -2.979], [2.652, 1.859, 4.244], [-0.231, 1.574, -2.471], [-5.881, 0.223, -0.228], [-3.127, -0.977, 2.130], [3.768, -1.066, -1.073], [2.044, -2.732, -0.890], [-5.587, -0.006, 2.440], [3.302, 0.575, 4.147], [-3.019, -3.122, 1.868], [2.997, -0.185, -0.331], [0.949, 0.336, 0.893], [5.323, -0.675, 3.925], [-1.505, -1.274, -7.507], [4.672, 0.551, 3.965], [3.897, -3.027, -1.931], [3.358, 0.808, -0.094], [-2.829, 1.878, 0.363], [-1.070, -1.334, -6.518], [-6.228, -0.777, 2.253], [-3.417, -1.106, 3.575], [-5.134, -0.171, 3.358], [-5.361, -1.460, 0.101], [4.745, -0.760, -1.423], [-0.964, 0.967, 0.433], [-0.413, 2.508, 2.042], [-3.523, 2.078, 2.800], [3.036, 2.257, -2.968], [5.110, -2.802, 4.041], [1.680, -3.733, -1.083], [1.498, -0.544, 4.488], [-4.481, 0.036, 1.400], [1.739, -0.578, 0.100], [1.808, 3.222, -1.506], [1.051, 1.774, 2.584], [2.981, 2.471, 4.980], [2.567, -0.589, 4.323], [6.394, -0.707, 3.778], [0.344, -2.849, -7.061], [-1.000, -0.605, -4.230], [0.534, 3.323, -0.971], [-3.254, 1.440, -3.321], [1.635, 2.334, 3.637], [-0.031, -2.218, -6.266], [0.041, -1.500, -3.975], [1.038, 1.489, -3.012], [1.258, -1.851, -0.164], [1.624, 0.773, 1.885], [2.048, 2.317, -2.529], [4.602, -1.848, 4.073], [2.600, 3.869, -1.154], [-2.371, 0.166, -5.684], [-5.257, 2.574, 1.004], [0.524, -2.302, -4.995], [2.668, -2.719, 4.415], [0.295, -2.157, 0.218], [-6.112, 0.876, 2.410], [0.316, 4.062, -0.213], [1.331, -2.997, -4.799], [-5.046, -0.417, 0.057], [-4.031, 1.815, 1.293], [-4.283, -0.330, -0.717], [-1.578, -0.682, -1.203], [-0.496, 2.494, -1.436], [-1.622, 0.482, -2.934], [-1.534, 2.763, -1.223], [-3.284, -2.357, 1.341], [-1.783, -0.371, 1.724], [3.291, -2.338, -1.358]], "forces_ev_per_angstrom": [[0.006, -0.014, -0.003], [-0.004, 0.002, 0.001], [-0.005, -0.002, -0.001], [0.030, -0.001, 0.027], [0.005, 0.012, -0.009], [-0.020, -0.013, -0.046], [0.113, -0.098, 0.104], [0.018, -0.031, -0.042], [-0.001, 0.004, -0.005], [0.029, -0.060, 0.089], [-0.007, -0.038, -0.028], [-0.003, -0.021, 0.003], [-0.031, -0.037, -0.020], [-0.046, 0.052, -0.038], [-0.043, 0.000, 0.027], [-0.035, 0.094, -0.049], [0.016, 0.006, -0.033], [0.001, 0.000, -0.001], [0.003, -0.002, -0.001], [0.009, -0.005, -0.045], [0.000, -0.003, 0.001], [-0.008, -0.015, 0.014], [0.072, 0.003, -0.089], [0.007, -0.010, -0.010], [0.008, -0.012, 0.015], [0.007, -0.003, -0.029], [0.009, 0.034, 0.003], [-0.001, 0.000, 0.001], [0.002, 0.000, 0.000], [0.067, 0.263, 0.512], [-0.064, -0.166, -0.390], [0.023, 0.008, -0.058], [0.001, -0.007, -0.002], [0.001, 0.002, 0.001], [0.008, 0.010, -0.012], [-0.008, 0.009, -0.002], [-0.078, -0.008, -0.015], [-0.041, -0.167, 0.001], [-0.002, 0.030, 0.087], [0.122, 0.147, 0.410], [-0.039, -0.015, 0.018], [0.006, 0.029, 0.009], [0.000, -0.003, -0.001], [-0.002, 0.000, -0.001], [0.015, -0.027, -0.041], [0.093, 0.022, 0.054], [0.070, -0.019, 0.011], [-0.158, 0.034, -0.236], [-0.014, 0.008, -0.013], [0.002, -0.006, 0.033], [0.042, -0.025, 0.022], [0.047, 0.000, 0.048], [0.029, -0.239, -0.183], [-0.027, -0.036, -0.027], [-0.004, -0.008, 0.004], [-0.007, 0.005, 0.006], [-0.004, 0.002, 0.004], [-0.003, 0.005, 0.020], [-0.007, 0.010, 0.013], [0.001, 0.000, -0.001], [-0.038, 0.021, 0.008], [0.001, 0.004, -0.010], [-0.006, 0.039, -0.051], [0.001, -0.001, 0.004], [0.058, 0.023, -0.028], [-0.097, 0.023, 0.085], [-0.015, -0.001, 0.013], [0.179, 0.013, -0.015], [-0.338, 0.091, 0.065], [-0.099, 0.025, 0.010], [0.050, 0.011, -0.102], [0.046, -0.015, -0.036], [0.056, 0.037, -0.072], [-0.003, 0.033, 0.020]], "mulliken_charge": [-0.60, 0.44, 0.31, -0.84, 0.55, 0.12, 0.07, 0.25, 0.48, 0.78, -0.92, -0.77, -0.11, 0.63, 0.35, -0.18, 0.70, -0.53, 0.41, -0.47, 0.48, 0.60, -0.49, -0.62, 0.34, -0.85, 0.37, 0.45, 0.48, 1.91, -0.47, -0.51, 0.44, 0.43, 0.46, 0.50, 0.27, -0.14, -0.76, 0.78, 0.26, -0.31, 0.40, 0.40, 0.33, -0.32, -0.44, -0.57, -0.52, 0.15, -0.52, -0.29, -0.63, -0.61, -0.58, 0.46, 0.35, -0.78, -0.64, 0.42, 0.58, 0.37, 0.66, 0.45, -1.48, 0.40, 0.13, -0.58, -1.20, 1.33, 0.86, -0.53, -0.37, -0.52]}